# 1
Below is one molecule with the formula C18H20N2O3S, with properties calculated with the ωB97M-V functional and the def2-TZVPD basis.

Summary:
frontier orbital gap: 9.77 eV
net charge: 0
SMILES string: Cc1ccc(S(=O)(=O)NCC(=O)N2CCc3ccccc3C2)cc1
LUMO energy: 0.6967 eV
DFT total energy: -38949.133 eV

XYZ file:
```
44
C18H20N2O3S (the ωB97M-V functional and the def2-TZVPD basis)
C -2.73541 -2.03431 2.01105
C -1.39507 -1.88133 1.36289
C -0.34032 -1.28403 2.04451
C 0.90745 -1.16160 1.45647
C 1.09456 -1.63711 0.17521
S 2.70080 -1.56492 -0.59775
O 2.53324 -1.15228 -1.96873
O 3.39168 -2.79278 -0.33585
N 3.49451 -0.37608 0.25444
C 3.54270 0.97556 -0.26783
C 2.48620 1.83471 0.44049
O 2.74793 2.33992 1.51837
N 1.29214 2.01299 -0.15631
C 0.31597 2.88307 0.47022
C -0.88401 2.06082 0.92452
C -1.41533 1.24368 -0.21785
C -2.72316 0.77431 -0.20250
C -3.21865 0.01965 -1.24770
C -2.40269 -0.27842 -2.32696
C -1.10064 0.18147 -2.34944
C -0.59765 0.94372 -1.30164
C 0.82589 1.43776 -1.39605
C 0.06367 -2.23787 -0.52073
C -1.17804 -2.35950 0.07472
H -2.81348 -3.02027 2.46960
H -2.88041 -1.28854 2.78820
H -3.52993 -1.94227 1.27512
H -0.49552 -0.91704 3.04901
H 1.72782 -0.69420 1.97752
H 4.34059 -0.72346 0.67059
H 4.50984 1.42208 -0.02845
H 3.41963 0.95503 -1.35312
H 0.79867 3.37655 1.31479
H -0.00001 3.63546 -0.26099
H -1.66287 2.71775 1.31605
H -0.57253 1.38978 1.72980
H -3.35596 1.01347 0.64018
H -4.23964 -0.33222 -1.22510
H -2.78189 -0.86752 -3.14842
H -0.45553 -0.05104 -3.18373
H 1.45152 0.60008 -1.70419
H 0.87364 2.20400 -2.18681
H 0.24858 -2.59774 -1.52010
H -1.98830 -2.82730 -0.46353
```

Here are the natural (NBO) charges for atoms 1 to 5, given in e: -0.6341 0.0147 -0.2207 -0.2057 -0.2762



# 2
Below is one molecule with the formula C18H20N2O4S, with properties calculated with the ωB97M-V functional and the def2-TZVPD basis.

Summary:
frontier orbital gap: 7.80 eV
net charge: 0
SMILES string: C=CCNC(=O)c1onc(CSc2ccc(C(C)C)cc2)c1C(=O)O
LUMO energy: -0.3817 eV
DFT total energy: -40995.505 eV

XYZ file:
```
45
C18H20N2O4S (the ωB97M-V functional and the def2-TZVPD basis)
C -5.74339 -3.38027 0.81330
C -5.41306 -2.13717 0.52130
C -4.42785 -1.75888 -0.54389
N -3.40775 -0.87316 -0.02037
C -3.25222 0.38531 -0.44353
O -3.92042 0.89299 -1.33855
C -2.18188 1.13473 0.24766
O -1.43366 0.47682 1.15594
N -0.50462 1.31459 1.66407
C -0.65989 2.48225 1.09777
C 0.26188 3.59910 1.36257
S 1.50434 3.63979 0.00850
C 2.19778 2.00540 0.05847
C 2.38395 1.29529 1.23423
C 2.94807 0.03318 1.18684
C 3.35371 -0.53700 -0.01224
C 3.98202 -1.90851 -0.03593
C 5.42085 -1.83396 -0.55151
C 3.15236 -2.87721 -0.88124
C 3.17373 0.19553 -1.18132
C 2.59707 1.44879 -1.15140
C -1.74473 2.44057 0.15879
C -2.24815 3.62273 -0.60755
O -1.82645 4.72538 -0.36981
O -3.17029 3.40819 -1.52289
H -6.46757 -3.61197 1.57452
H -5.31296 -4.21932 0.29149
H -5.85510 -1.30384 1.05031
H -3.95474 -2.65164 -0.96361
H -4.93254 -1.20918 -1.34508
H -2.82735 -1.21330 0.73245
H 0.76319 3.49156 2.32151
H -0.24803 4.55717 1.27945
H 2.09421 1.71039 2.18533
H 3.08161 -0.51316 2.10971
H 4.00728 -2.28882 0.99147
H 6.00428 -1.14435 0.05446
H 5.44483 -1.48852 -1.58194
H 5.88807 -2.81535 -0.50712
H 3.12769 -2.56052 -1.92086
H 3.58109 -3.87604 -0.83757
H 2.13015 -2.92233 -0.51130
H 3.48046 -0.21585 -2.13131
H 2.45444 2.01085 -2.06204
H -3.50038 2.46977 -1.57909
```

Here are the natural (NBO) charges for atoms 1 to 5, given in e: -0.3723 -0.1930 -0.2713 -0.5660 0.6422



# 3
Below is one molecule with the formula C18H20N4OS, with properties calculated with the ωB97M-V functional and the def2-TZVPD basis.

Summary:
frontier orbital gap: 9.12 eV
net charge: 0
SMILES string: CC(C)(C)C(=O)CSc1ncnc2c1cnn2Cc1ccccc1
LUMO energy: 0.2568 eV
DFT total energy: -37833.941 eV

XYZ file:
```
44
C18H20N4OS (the ωB97M-V functional and the def2-TZVPD basis)
C 6.97489 0.55497 -0.38039
C 5.58543 -0.09214 -0.38837
C 5.35965 -0.79459 -1.73761
C 5.48107 -1.10840 0.74688
C 4.54322 1.02055 -0.32308
O 4.68633 2.05853 -0.91727
C 3.28768 0.79307 0.49624
S 2.23647 -0.50405 -0.24747
C 0.71281 -0.13732 0.51798
N 0.65763 0.86155 1.38146
C -0.50225 1.14042 1.97049
N -1.65454 0.53434 1.81182
C -1.60559 -0.47308 0.93639
C -0.43763 -0.88292 0.23387
C -0.88016 -1.97099 -0.55136
N -2.15439 -2.19097 -0.34561
N -2.59411 -1.30001 0.55399
C -3.98365 -1.23881 0.93603
C -4.71011 -0.22408 0.08753
C -5.38526 -0.61698 -1.05941
C -6.01467 0.32525 -1.85433
C -5.96714 1.66568 -1.51136
C -5.28497 2.06325 -0.37349
C -4.65669 1.12261 0.42328
H 7.17218 1.02030 0.58313
H 7.73954 -0.19431 -0.56869
H 7.03477 1.32082 -1.14892
H 4.37688 -1.25972 -1.77137
H 5.43395 -0.07771 -2.55165
H 6.11344 -1.56536 -1.88004
H 6.27326 -1.84623 0.63817
H 4.53069 -1.63529 0.72471
H 5.60331 -0.62758 1.71541
H 2.68804 1.70335 0.51287
H 3.51992 0.48237 1.51367
H -0.48060 1.96934 2.66497
H -0.31726 -2.57596 -1.23283
H -4.02592 -0.95568 1.99080
H -4.40084 -2.23740 0.79289
H -5.41489 -1.66226 -1.33032
H -6.54114 0.01244 -2.74391
H -6.45865 2.40040 -2.13184
H -5.24179 3.10878 -0.10629
H -4.11339 1.42815 1.30548
```

Here are the natural (NBO) charges for atoms 1 to 5, given in e: -0.5955 -0.1656 -0.5954 -0.6131 0.6111



# 4
Below is one molecule with the formula C18H20N6O3S2, with properties calculated with the ωB97M-V functional and the def2-TZVPD basis.

Summary:
frontier orbital gap: 9.13 eV
net charge: 0
SMILES string: CCOC(=O)Cc1csc(NC(=O)CSc2nnnn2-c2ccc(CC)cc2)n1
LUMO energy: 0.4069 eV
DFT total energy: -55744.137 eV

XYZ file:
```
49
C18H20N6O3S2 (the ωB97M-V functional and the def2-TZVPD basis)
C -2.07571 0.26680 1.68501
C -2.60272 0.20018 0.25972
O -2.06821 -0.93093 -0.43534
C -2.72191 -2.08388 -0.30201
O -3.71996 -2.22901 0.35145
C -2.01777 -3.20633 -1.04431
C -1.07693 -3.85257 -0.07778
C -1.43347 -4.62852 0.98045
S -0.04304 -5.14726 1.85785
C 0.93868 -4.24814 0.70023
N 2.29918 -4.26753 0.82921
C 3.27240 -3.70199 0.03361
O 4.43478 -3.92674 0.26779
C 2.80460 -2.80901 -1.08180
S 2.21122 -1.23507 -0.36291
C 1.03396 -0.81269 -1.55217
N 0.65367 -1.58682 -2.54867
N -0.24594 -0.89776 -3.23162
N -0.43769 0.24428 -2.73323
N 0.35417 0.36870 -1.65329
C 0.36570 1.54692 -0.89999
C -0.29976 2.65562 -1.41846
C -0.32685 3.83468 -0.70279
C 0.30182 3.93711 0.53365
C 0.31283 5.23691 1.28256
C 1.51876 6.08072 0.86273
C 0.96296 2.82316 1.03473
C 0.99770 1.63208 0.33325
N 0.26067 -3.64522 -0.20879
H -2.41771 -0.59833 2.24815
H -2.44280 1.16890 2.16558
H -0.98824 0.28457 1.68508
H -2.29050 1.07106 -0.31980
H -3.69444 0.12403 0.26070
H -1.45220 -2.81273 -1.88690
H -2.76736 -3.92200 -1.38087
H -2.41681 -4.91446 1.29098
H 2.66553 -4.83606 1.58477
H 1.95778 -3.22692 -1.62462
H 3.64330 -2.58365 -1.73986
H -0.78721 2.57177 -2.37694
H -0.84471 4.69022 -1.11041
H -0.60392 5.79177 1.07504
H 0.36352 5.04610 2.35603
H 1.52958 7.02244 1.40580
H 1.47918 6.29423 -0.20289
H 2.44404 5.54847 1.07078
H 1.45720 2.88291 1.99303
H 1.51262 0.77999 0.74725
```

Here are the natural (NBO) charges for atoms 1 to 5, given in e: -0.6340 -0.0797 -0.5163 0.8181 -0.6063



# 5
Below is C18H21AsN4O9SSr as an isolated structure, with properties calculated with the ωB97M-V functional and the def2-TZVPD basis.

Summary:
frontier orbital gap: 5.98 eV
net charge: -2
LUMO energy: 4.2632 eV
DFT total energy: -115909.599 eV

XYZ file:
```
55
C18H21AsN4O9SSr (the ωB97M-V functional and the def2-TZVPD basis)
Sr -10.66016 -11.38741 9.48820
N -11.65824 -11.57166 12.39547
C -10.53349 -11.71945 13.36237
C -9.16953 -11.26329 12.72254
O -8.25790 -11.24696 13.55295
N -9.04142 -11.29798 11.43554
C -7.58676 -10.98066 11.04982
C -7.42942 -11.03663 9.52748
O -6.35927 -10.63671 9.05069
O -8.43706 -11.37676 8.80751
H -12.02053 -10.61169 12.32025
H -12.42430 -12.19337 12.52474
H -10.35848 -12.77993 13.50276
H -10.69692 -11.17818 14.29762
H -6.83891 -11.59799 11.47767
H -7.39917 -9.91511 11.35134
O -15.70662 -9.39199 5.81423
C -14.80819 -9.63345 6.56081
C -13.51488 -8.77338 6.83240
O -13.18194 -7.67595 6.49778
C -12.70310 -9.66239 7.69523
C -13.43307 -10.89388 8.07846
O -12.95985 -11.77541 8.81907
C -14.74616 -10.85644 7.42257
O -15.66861 -11.61259 7.61827
O -11.52846 -9.40883 8.05409
C -9.07623 -6.33865 4.98575
As -7.86804 -7.78420 5.51370
C -8.70192 -9.28758 4.69221
C -7.96810 -7.86226 7.40507
S -5.97588 -7.45028 4.79040
H -8.96820 -5.61381 5.88755
H -10.05531 -6.67953 4.70285
H -8.58049 -5.98064 4.13018
H -7.82815 -9.91850 4.36973
H -9.42488 -9.09828 3.87496
H -9.38163 -9.73485 5.39909
H -8.86284 -8.32063 7.77630
H -8.09096 -6.81190 7.77616
H -7.03717 -8.34196 7.77041
N -6.52804 -11.62464 6.48663
C -7.29003 -12.34657 5.67195
O -6.97123 -12.51124 4.51935
C -8.65977 -12.86585 6.15028
C -9.67925 -12.44557 5.27489
C -10.96692 -12.76088 5.61664
C -11.22416 -13.54844 6.77041
N -10.29902 -13.98731 7.60236
C -9.00975 -13.64395 7.31439
H -5.77717 -11.08225 6.07761
H -6.71225 -11.22815 7.39855
H -9.46850 -11.88983 4.32019
H -11.76985 -12.47263 5.01873
H -12.27160 -13.80816 6.86585
H -8.22937 -14.01736 7.94616
```

Here are the natural (NBO) charges for atoms 1 to 5, given in e: 1.8569 -0.8901 -0.2944 0.5982 -0.7634